ORCA calculation (ωB97M-V with the def2-TZVPD basis set) on a cluster of 9 separate species, C5H30N2O9 in total in a non-equilibrium geometry.

Positions of all 46 atoms, in Å:
C 0.42711 0.50007 0.57469
N 0.20743 -0.91392 0.76453
C -1.16913 -1.17577 0.40715
C -1.30348 -1.17022 -1.15558
O -2.58629 -0.72733 -1.46587
C -1.75989 -2.52662 0.88935
N -1.52519 -2.90256 2.33023
C 1.33309 0.96982 1.75655
H -0.53341 0.99883 0.71858
H 1.04056 0.87314 -0.25884
H 0.92847 -1.53895 0.40505
H -1.78519 -0.26271 0.58607
H -1.09602 -2.12984 -1.62941
H -0.59020 -0.45430 -1.61709
H -3.22802 -1.42879 -1.30124
H -1.23895 -3.33498 0.43346
H -2.83580 -2.60976 0.90430
H -0.60971 -2.58786 2.71828
H -2.20678 -2.38104 2.87644
H 2.17772 0.21481 1.88251
H 0.83792 1.26439 2.66823
H 1.96789 1.78682 1.42250
H 0.18981 2.02305 -2.31008
H 0.54648 2.53966 -3.72312
O -0.20635 2.30987 -3.16420
H 0.19324 -0.89680 3.07349
H -0.24033 -0.96264 4.41896
O 0.50100 -1.34850 3.89900
H 1.46662 3.38224 0.78639
H 0.90879 4.28063 -0.37094
O 1.54685 3.57287 -0.16451
H -2.64018 1.38005 -1.80373
H -2.11160 2.35605 -2.71271
O -2.53139 2.43936 -1.84360
H 2.45964 -2.35859 -1.76051
H 1.24170 -3.03924 -1.12382
O 1.94777 -3.20788 -1.75549
H 2.55463 -3.26824 1.98573
H 1.73025 -4.24018 1.17610
O 2.26634 -3.43025 1.08180
H 2.06320 2.36538 -1.13278
H 2.53809 2.10462 -2.65318
O 2.11352 1.67868 -1.89838
H -1.22738 4.09174 -0.57125
H -0.94473 3.46969 -1.91733
O -0.81814 4.29515 -1.42575

Force components x, y, z for each atom (eV/Å):
1.3 1.3 2.6
-2.0 1.3 -2.7
-0.8 -0.8 0.5
0.5 0.6 -1.8
0.0 0.0 0.1
1.3 -0.2 3.1
0.4 1.7 0.0
2.4 -0.7 -0.6
0.4 0.1 -0.7
-0.6 -1.1 -0.6
0.3 -0.5 0.7
0.5 -1.0 0.7
0.1 -0.3 0.4
-0.5 -0.2 0.4
-0.1 0.0 -0.2
0.0 -0.5 -1.4
-0.3 0.2 -1.3
-0.8 -0.7 -0.6
0.0 -0.3 0.3
-1.4 0.6 0.5
-0.2 -0.3 0.3
-0.3 0.3 0.0
0.2 0.2 -1.1
-0.2 0.0 0.1
0.0 -0.5 0.3
1.1 -0.6 0.4
0.8 -0.7 0.7
-1.8 1.5 -0.8
0.1 0.5 -0.6
-0.1 -0.3 -0.5
0.1 0.0 1.2
-0.3 3.3 0.6
0.0 0.9 -0.4
-0.6 -5.0 -0.2
-0.5 -1.2 -0.1
0.1 -0.3 0.0
0.4 1.4 -0.2
0.2 0.1 0.1
0.4 0.3 -0.2
-0.8 -0.2 0.3
0.2 -0.7 -1.9
0.1 0.0 0.3
0.0 0.6 1.5
-0.3 0.3 -0.5
0.1 0.6 0.0
0.5 0.4 1.0

As for the multiplicity: 2. As for the expectation value of S²: 0.7552. Its net charge is +1. For the energy, the calculation gives -27068.9632 eV. The calculation puts the frontier orbital gap (alpha / beta) at 0.38955 / 0.19983 hartree. The value obtained for the HOMO energy (alpha / beta) is -0.499 / -0.496 hartree. The LUMO energy (alpha / beta) is -0.109 / -0.296 hartree. As for the energy above the lowest of the compared OMol25 structures with the same formula, charge and spin: 109.3 kcal/mol.

Here are the natural (NBO) charges for atoms 1 to 8, given in e: -0.314, -0.234, -0.138, -0.045, -0.675, -0.263, -0.793, -0.620